Molecular formula: C40H78N2O16
Method: DFT, ωB97M-V/def2-TZVPD

Computed properties:
Max |F|, eV/A: 4.25
Total charge: -1
Multiplicity: 2
<S²>: 0.751
HOMO-LUMO gap (spin up / spin down), eV: 1.67 / 10.30
Electronic energy, hartree: -2884.2175
Molar mass, g/mol: 843.06

Each line ends with the Löwdin charge.
Element x y z (Å)
O (-2.137, -2.341, -2.847)  0.02
C (-3.334, -2.470, -2.473)  -0.45
O (-3.990, -3.461, -1.772)  -0.05
C (-3.236, -4.545, -1.167)  -0.21
C (-2.688, -5.602, -2.216)  -0.08
C (-4.300, -1.353, -2.886)  -0.02
H (-3.830, -4.989, -0.368)  0.11
H (-2.376, -4.141, -0.633)  0.09
H (-3.545, -6.033, -2.734)  0.06
H (-2.332, -6.496, -1.703)  0.07
H (-1.902, -5.263, -2.891)  0.06
H (-4.925, -1.686, -3.715)  0.08
H (-3.837, -0.399, -3.137)  0.05
H (-5.034, -1.100, -2.120)  0.07
O (4.155, -1.508, -5.076)  0.04
C (3.346, -0.595, -4.805)  -0.43
O (3.689, 0.770, -4.691)  -0.05
C (4.975, 1.346, -4.884)  -0.26
C (5.169, 2.263, -6.045)  -0.08
C (1.889, -0.988, -4.664)  0.02
H (5.724, 0.572, -5.056)  0.12
H (5.061, 1.979, -4.001)  0.12
H (4.894, 3.306, -5.884)  0.07
H (4.610, 1.894, -6.905)  0.08
H (6.190, 2.243, -6.425)  0.08
H (1.747, -2.013, -5.005)  0.09
H (1.308, -0.347, -5.327)  0.07
H (1.643, -0.804, -3.618)  0.08
O (-3.352, 1.518, 6.792)  0.09
C (-3.179, 0.589, 6.031)  -0.60
O (-2.500, 0.670, 4.884)  -0.03
C (-1.834, 1.892, 4.579)  -0.20
C (-1.046, 1.755, 3.243)  -0.06
C (-3.734, -0.716, 6.255)  -0.01
H (-1.191, 2.252, 5.383)  0.12
H (-2.624, 2.634, 4.467)  0.11
H (-0.321, 0.942, 3.243)  0.05
H (-0.579, 2.711, 3.005)  0.03
H (-1.759, 1.520, 2.452)  0.06
H (-4.823, -0.669, 6.247)  0.10
H (-3.457, -0.974, 7.277)  0.09
H (-3.329, -1.478, 5.589)  0.08
O (-4.654, 4.497, -0.067)  0.10
C (-4.214, 3.386, 0.031)  -0.57
O (-4.421, 2.574, 1.026)  -0.02
C (-5.049, 2.943, 2.289)  -0.16
C (-5.174, 1.682, 3.193)  -0.07
C (-3.467, 2.687, -1.111)  0.03
H (-6.080, 3.282, 2.197)  0.12
H (-4.348, 3.681, 2.679)  0.12
H (-6.028, 1.035, 2.994)  0.07
H (-5.223, 1.980, 4.240)  0.08
H (-4.311, 1.034, 3.038)  0.06
H (-3.879, 3.034, -2.059)  0.08
H (-3.719, 1.627, -1.154)  0.07
H (-2.383, 2.789, -1.150)  0.05
O (-0.789, 3.701, -3.636)  0.08
C (0.232, 3.130, -3.969)  -0.56
O (0.320, 2.083, -4.796)  -0.01
C (-0.944, 1.589, -5.434)  -0.17
C (-1.801, 0.724, -4.487)  -0.08
C (1.533, 3.431, -3.264)  0.02
H (-0.723, 1.124, -6.394)  0.11
H (-1.683, 2.302, -5.799)  0.11
H (-2.625, 0.248, -5.019)  0.08
H (-2.204, 1.331, -3.676)  0.06
H (-1.215, -0.113, -4.108)  0.06
H (1.935, 4.265, -3.838)  0.09
H (2.112, 2.522, -3.428)  0.06
H (1.426, 3.739, -2.224)  0.08
O (0.744, -6.763, -0.904)  0.07
C (1.527, -5.861, -1.143)  -0.54
O (2.857, -5.953, -1.272)  -0.02
C (3.490, -7.176, -1.016)  -0.23
C (3.213, -8.391, -2.012)  -0.07
C (1.012, -4.471, -1.544)  0.02
H (3.317, -7.486, 0.014)  0.12
H (4.560, -7.010, -1.142)  0.11
H (2.247, -8.872, -1.858)  0.06
H (3.931, -9.184, -1.804)  0.06
H (3.402, -8.072, -3.037)  0.07
H (0.025, -4.552, -2.000)  0.06
H (1.799, -3.945, -2.085)  0.08
H (0.843, -4.034, -0.560)  0.07
O (3.672, 1.796, -1.182)  0.07
C (4.152, 0.820, -0.616)  -0.48
O (3.981, 0.375, 0.667)  -0.03
C (3.104, 1.037, 1.607)  -0.21
C (2.798, 0.052, 2.733)  -0.09
C (5.165, -0.013, -1.402)  0.01
H (2.151, 1.359, 1.188)  0.09
H (3.613, 1.929, 1.974)  0.12
H (3.715, 0.008, 3.320)  0.07
H (2.577, -0.952, 2.370)  0.06
H (2.066, 0.392, 3.465)  0.06
H (5.163, 0.226, -2.465)  0.05
H (4.939, -1.079, -1.373)  0.08
H (6.148, 0.357, -1.111)  0.09
O (-0.985, 6.032, 3.510)  0.07
C (0.122, 5.507, 3.390)  -0.53
O (0.894, 5.536, 2.290)  -0.03
C (0.385, 6.102, 1.009)  -0.20
C (0.454, 7.614, 0.979)  -0.07
C (0.850, 4.796, 4.526)  0.01
H (-0.608, 5.721, 0.769)  0.11
H (1.016, 5.661, 0.237)  0.10
H (1.436, 7.934, 1.329)  0.07
H (-0.228, 7.966, 1.753)  0.07
H (0.275, 8.045, -0.006)  0.08
H (0.666, 3.731, 4.385)  0.06
H (0.403, 5.085, 5.478)  0.08
H (1.875, 5.160, 4.591)  0.08
C (0.135, -1.046, 0.384)  -0.11
C (-0.484, -0.462, -0.877)  -0.24
C (-0.026, 0.942, -1.295)  -0.16
C (-0.077, 1.998, -0.290)  -0.21
N (-0.053, 2.798, 0.533)  0.21
H (1.217, -1.118, 0.275)  0.06
H (-0.161, -2.088, 0.510)  0.05
H (-0.116, -0.407, 1.230)  0.06
H (-1.554, -0.460, -0.672)  0.10
H (-0.328, -1.134, -1.722)  0.08
H (-0.745, 1.328, -2.017)  0.08
H (0.986, 0.917, -1.700)  0.11
C (0.922, -3.023, 3.794)  -0.13
C (-0.239, -2.647, 4.640)  -0.29
C (-0.018, -2.964, 6.106)  -0.21
C (-0.209, -4.393, 6.270)  -0.28
N (-0.277, -5.548, 6.370)  0.13
H (0.743, -2.826, 2.737)  0.05
H (1.260, -4.051, 3.929)  0.07
H (1.826, -2.445, 3.984)  0.06
H (-1.205, -3.098, 4.415)  0.10
H (-0.418, -1.576, 4.551)  0.10
H (-0.745, -2.568, 6.815)  0.11
H (0.975, -2.744, 6.498)  0.12

---

Molecular formula: C4H12
Method: DFT, ωB97M-V/def2-TZVPD

Computed properties:
Max |F|, eV/A: 1.49
Total charge: 0
SMILES: CC.CC
HOMO-LUMO gap, eV: 12.67
Electronic energy, hartree: -159.5761
Molar mass, g/mol: 60.14

Each line ends with the Löwdin charge.
Element x y z (Å)
C (-1.497, -0.579, 2.133)  -0.17
C (-0.292, -0.289, 1.250)  -0.18
H (-2.373, -0.941, 1.592)  0.06
H (-1.305, -1.317, 2.913)  0.06
H (-1.906, 0.321, 2.602)  0.06
H (0.466, 0.278, 1.787)  0.07
H (0.184, -1.236, 0.980)  0.07
H (-0.618, 0.181, 0.335)  0.03
C (1.295, 0.928, -1.272)  -0.19
C (0.495, -0.059, -2.124)  -0.16
H (1.870, 1.579, -1.934)  0.06
H (0.728, 1.482, -0.540)  0.04
H (2.090, 0.428, -0.707)  0.07
H (-0.281, 0.507, -2.648)  0.07
H (-0.106, -0.721, -1.502)  0.04
H (1.128, -0.618, -2.805)  0.06

---

Molecular formula: C5H8NP
Method: DFT, ωB97M-V/def2-TZVPD

Computed properties:
Max |F|, eV/A: 4.46
Total charge: 0
HOMO-LUMO gap (spin up / spin down), eV: 7.59 / 7.60
Electronic energy, hartree: -591.1951
Molar mass, g/mol: 113.10

Each line ends with the Löwdin charge.
Element x y z (Å)
C (2.186, -0.785, -0.139)  -0.38
C (-2.131, -0.402, 0.096)  -0.06
C (-1.302, 0.822, -0.384)  -0.17
C (0.345, -0.890, 0.465)  -0.22
C (-0.724, -0.504, -0.514)  -0.33
N (1.387, -1.752, 0.157)  -0.07
P (2.221, 0.980, -0.068)  0.73
H (-2.569, -0.465, 1.060)  0.09
H (-2.705, -0.867, -0.712)  0.10
H (-1.386, 1.425, -1.329)  0.12
H (-0.909, 1.463, 0.426)  0.10
H (0.356, -0.517, 1.524)  0.14
H (-0.560, -0.677, -1.582)  0.15
H (3.602, 1.117, -0.375)  -0.12
H (2.187, 1.052, 1.376)  -0.07